Record 1
{
  "formula": "Cl2H2NP",
  "method": "ωB97M-V with the def2-TZVPD basis set",
  "relative_energy_kj_mol": 764.37,
  "total_charge": 0,
  "total_energy_ev": -35849.7537,
  "elements": ["N", "P", "Cl", "Cl", "H", "H"],
  "xyz": [[-0.508, 0.491, 0.608], [-0.522, 0.096, -0.985], [-1.472, -0.614, 1.640], [0.926, 1.110, 1.511], [0.646, 1.112, -1.033], [0.930, -2.194, -1.741]]
}


Record 2
{
  "formula": "Cl2H2NPS",
  "method": "ωB97M-V with the def2-TZVPD basis set",
  "relative_energy_kj_mol": 298.50,
  "total_charge": 0,
  "smiles": "N=P(S)(Cl)Cl",
  "total_energy_ev": -46690.3895,
  "elements": ["N", "P", "S", "Cl", "Cl", "H", "H"],
  "xyz": [[0.407, -1.303, -1.636], [-0.181, -0.094, -0.225], [1.101, 0.194, 1.454], [-0.875, 1.739, -0.656], [-1.725, -0.929, 0.613], [0.896, -0.536, -2.013], [0.376, 0.930, 2.463]]
}


Record 3
{
  "formula": "Cl2H3N2P",
  "method": "ωB97M-V with the def2-TZVPD basis set",
  "relative_energy_kj_mol": 508.57,
  "total_charge": 0,
  "total_energy_ev": -37359.0030,
  "elements": ["N", "N", "P", "Cl", "Cl", "H", "H", "H"],
  "xyz": [[-0.211, -0.515, -1.845], [0.624, -0.356, 0.766], [-0.508, -0.140, -0.369], [-0.762, 1.904, 0.107], [-2.151, -0.973, 0.439], [0.967, 1.307, -1.496], [0.532, -0.418, 1.751], [1.509, -0.810, 0.646]]
}


Record 4
{
  "formula": "Cl2H3PSi",
  "method": "ωB97M-V with the def2-TZVPD basis set",
  "relative_energy_kj_mol": 146.43,
  "total_charge": 0,
  "total_energy_ev": -42260.9081,
  "elements": ["Si", "P", "Cl", "Cl", "H", "H", "H"],
  "xyz": [[-0.983, 0.095, 0.200], [1.723, 0.463, -0.489], [-1.714, -1.547, -0.774], [-1.920, 1.738, -0.311], [-0.750, 0.031, 1.558], [1.422, -0.870, -0.944], [2.222, 0.090, 0.760]]
}


Record 5
{
  "formula": "Cl2H3PSi",
  "method": "ωB97M-V with the def2-TZVPD basis set",
  "relative_energy_kj_mol": 161.18,
  "total_charge": 0,
  "total_energy_ev": -42260.7551,
  "elements": ["Si", "P", "Cl", "Cl", "H", "H", "H"],
  "xyz": [[1.767, 0.752, -0.226], [-2.391, -0.324, -0.021], [3.090, 2.091, -1.182], [3.027, -0.645, 0.569], [-1.205, -0.697, -0.710], [-2.538, -1.562, 0.659], [-1.748, 0.385, 0.912]]
}


Record 6
{
  "formula": "Cl2H5NSi2",
  "method": "ωB97M-V with the def2-TZVPD basis set",
  "relative_energy_kj_mol": 46.83,
  "total_charge": 0,
  "smiles": "[SiH3]N[SiH](Cl)Cl",
  "total_energy_ev": -42374.2423,
  "elements": ["N", "Si", "Si", "Cl", "Cl", "H", "H", "H", "H", "H"],
  "xyz": [[-0.221, -0.488, 0.162], [1.005, -0.837, -0.964], [-0.781, 1.145, 1.000], [-2.735, 0.585, 1.499], [-0.574, 2.568, -0.388], [-0.918, -1.263, 0.070], [2.478, -0.430, -0.727], [1.252, -2.329, -0.695], [0.688, -0.453, -2.335], [-0.194, 1.502, 2.378]]
}


Record 7
{
  "formula": "Cl2HO2P",
  "method": "ωB97M-V with the def2-TZVPD basis set",
  "relative_energy_kj_mol": 25.93,
  "total_charge": 0,
  "s_squared": 2.01,
  "total_energy_ev": -38437.8785,
  "multiplicity": 3,
  "elements": ["O", "O", "P", "Cl", "Cl", "H"],
  "xyz": [[-0.506, 1.919, 0.583], [0.483, -1.392, -0.543], [0.948, -0.526, 0.695], [-1.687, 2.215, -0.453], [-1.075, -2.143, -0.180], [1.837, -0.073, -0.102]]
}


Record 8
{
  "formula": "Cl2Hg3O12S",
  "method": "ωB97M-V with the def2-TZVPD basis set",
  "relative_energy_kj_mol": 0.00,
  "total_charge": 2,
  "total_energy_ev": -72928.9368,
  "elements": ["Hg", "Hg", "Hg", "S", "O", "O", "O", "O", "Cl", "O", "O", "O", "O", "Cl", "O", "O", "O", "O"],
  "xyz": [[2.733, -1.229, -1.726], [0.793, 3.389, 1.670], [-2.828, 1.955, -2.356], [-2.471, 3.452, 0.715], [-3.429, 4.466, 0.928], [-2.737, 2.237, 1.441], [-2.502, 3.150, -0.797], [-1.071, 3.956, 1.062], [-0.021, 0.179, -0.587], [0.609, 0.734, -1.801], [0.324, 1.040, 0.531], [-1.459, 0.218, -0.734], [0.469, -1.170, -0.467], [2.384, -4.465, 0.443], [1.010, -4.554, 0.921], [2.609, -3.072, 0.125], [3.246, -5.029, 1.395], [2.339, -5.256, -0.765]]
}


Record 9
{
  "formula": "Cl2O2S",
  "method": "ωB97M-V with the def2-TZVPD basis set",
  "relative_energy_kj_mol": 0.00,
  "total_charge": 0,
  "s_squared": 2.01,
  "total_energy_ev": -39970.8884,
  "multiplicity": 3,
  "elements": ["O", "O", "S", "Cl", "Cl"],
  "xyz": [[-0.476, 1.144, 0.832], [-0.435, -1.150, 0.033], [-0.605, 0.224, -0.212], [2.488, -1.057, 0.140], [3.325, 0.717, -0.517]]
}


Record 10
{
  "formula": "Cl3HOSi",
  "method": "ωB97M-V with the def2-TZVPD basis set",
  "relative_energy_kj_mol": 265.58,
  "total_charge": 0,
  "smiles": "O=[Si](Cl)Cl.Cl",
  "total_energy_ev": -47511.4941,
  "elements": ["O", "Si", "Cl", "Cl", "Cl", "H"],
  "xyz": [[-1.057, -1.862, -0.105], [0.198, -1.132, -0.493], [0.672, -0.458, -2.292], [-0.183, 2.137, 1.381], [1.656, -0.730, 0.794], [-1.286, 2.045, 0.715]]
}